1.
ORCA calculation (ωB97M-V/def2-TZVPD) on an isolated molecule of C6H6 in a non-equilibrium geometry.

Geometry as XYZ:
```
12
Properties=species:S:1:pos:R:3:mulliken_charge:R:1
C 0.503 -0.712 -0.787 -0.326
C 0.372 0.795 -0.830 -0.392
C 1.032 0.130 0.351 -0.429
C -0.300 -0.019 1.111 -0.333
C -0.873 -0.778 -0.067 -0.649
C -1.041 0.670 -0.330 -0.327
H 1.026 -1.390 -1.447 0.421
H 0.793 1.518 -1.516 0.442
H 2.052 0.268 0.695 0.449
H -0.531 -0.198 2.165 0.473
H -1.648 -1.538 -0.041 0.457
H -1.384 1.254 0.696 0.214
```

As for the multiplicity: 1. Its energy relative to the best compared isomer or geometry (same formula, charge and spin) is 155.9 kcal/mol. For the orbital gap, the calculation gives 8.9 eV. The total energy is -6312.4416 eV. The SMILES is C12C3C1C1C2C31. Its HOMO energy is -7.6 eV. The total charge is 0.

2.
ORCA calculation (ωB97M-V/def2-TZVPD) on an isolated molecule of C5H10N2 in a non-equilibrium geometry.

Geometry as XYZ:
```
17
Properties=species:S:1:pos:R:3:mulliken_charge:R:1
C -0.024 -0.679 1.442 -1.589
C 0.017 0.234 0.302 1.718
C -0.979 1.377 0.506 -1.286
C 1.353 0.600 -0.095 -0.131
N 2.411 0.911 -0.400 -0.514
C -0.296 -0.623 -1.085 -1.042
N 0.808 -1.019 -1.887 -0.623
H -1.045 -0.756 1.823 0.406
H 0.272 -1.697 1.173 0.365
H 0.413 -0.172 2.344 0.367
H -0.696 2.149 1.196 0.389
H -1.386 1.658 -0.482 0.288
H -1.757 0.973 1.227 0.284
H -0.833 0.164 -1.793 0.301
H -0.969 -1.334 -0.733 0.462
H 1.253 -0.233 -2.276 0.310
H 1.460 -1.553 -1.265 0.296
```

As for the multiplicity: 1. Its energy relative to the best compared isomer or geometry (same formula, charge and spin) is 38.6 kcal/mol. For the orbital gap, the calculation gives 10.3 eV. The total energy is -8325.6582 eV. The SMILES is CC(C)(C#N)CN. Its HOMO energy is -9.6 eV. The total charge is 0.

3.
ORCA calculation (ωB97M-V/def2-TZVPD) on a cluster of 2 separate species, CH3Cl2OPS in total in a non-equilibrium geometry.

Geometry as XYZ:
```
9
Properties=species:S:1:pos:R:3:mulliken_charge:R:1
C -1.386 0.484 -0.378 -0.459
O 2.978 -1.415 0.684 -0.396
P -0.638 -1.200 -0.166 0.002
S 2.109 -0.224 0.509 0.451
Cl -1.016 1.558 1.037 -0.163
Cl 2.307 0.713 -1.306 -0.133
H -2.496 0.575 -0.346 0.327
H -0.999 1.013 -1.306 0.279
H -0.861 -1.504 1.273 0.092
```

As for the multiplicity: 1. Its energy relative to the best compared isomer or geometry (same formula, charge and spin) is 115.3 kcal/mol. For the orbital gap (alpha / beta), the calculation gives 7.6 / 7.2 eV. The total energy is -48299.6509 eV. Its HOMO energy (alpha / beta) is -9.2 / -8.8 eV. The total charge is 0.

4.
ORCA calculation (ωB97M-V/def2-TZVPD) on an isolated molecule of C14H32ClFNO2P in a non-equilibrium geometry.

Geometry as XYZ:
```
52
Properties=species:S:1:pos:R:3:mulliken_charge:R:1
C -2.425 2.360 -0.200 -0.940
C -1.587 2.374 1.075 -1.081
P -0.415 0.999 1.278 0.944
Cl -0.673 1.377 3.599 -0.389
C -1.201 -0.622 1.568 -0.139
C -0.817 -1.585 2.699 -0.164
O -1.362 -2.856 2.295 -0.579
C 0.665 -1.779 2.988 -0.809
N 1.366 -2.233 1.792 -0.458
C 1.382 1.286 1.534 -1.403
C 1.976 2.575 0.940 0.112
C 3.362 2.387 0.355 -1.578
F 1.149 3.135 -0.051 -0.295
O -0.298 0.838 -0.399 0.105
C 0.552 -0.056 -1.097 -0.201
C 0.168 -0.155 -2.582 -0.044
C -0.731 0.992 -3.037 -1.519
C -0.444 -1.525 -2.937 0.567
C 0.595 -2.643 -2.854 -1.619
C -1.668 -1.865 -2.070 -1.194
H -2.852 1.374 -0.393 0.176
H -1.844 2.644 -1.074 0.142
H -3.253 3.062 -0.085 0.479
H -0.983 3.280 1.143 0.415
H -2.227 2.352 1.952 0.654
H -1.179 -1.165 0.629 -0.396
H -2.240 -0.320 1.744 0.458
H -1.296 -1.253 3.620 0.564
H -1.808 -3.254 3.051 0.363
H 1.099 -0.840 3.330 0.327
H 0.725 -2.485 3.827 0.411
H 1.109 -3.188 1.574 0.224
H 2.367 -2.217 1.940 0.195
H 1.567 1.314 2.602 0.950
H 1.888 0.407 1.133 0.315
H 2.007 3.320 1.741 0.502
H 3.458 1.432 -0.162 0.366
H 4.117 2.434 1.141 0.385
H 3.563 3.188 -0.356 0.354
H 0.525 -1.035 -0.611 0.248
H 1.589 0.290 -1.010 -0.450
H 1.099 -0.066 -3.154 0.483
H -1.728 0.931 -2.601 0.196
H -0.836 0.974 -4.124 0.487
H -0.311 1.957 -2.750 0.343
H -0.765 -1.464 -3.982 0.591
H 1.020 -2.716 -1.849 0.238
H 0.151 -3.612 -3.091 0.431
H 1.416 -2.475 -3.556 0.423
H -1.408 -2.557 -1.265 0.349
H -2.105 -0.978 -1.605 0.117
H -2.458 -2.338 -2.656 0.342
```

As for the multiplicity: 1. For the orbital gap, the calculation gives 10.1 eV. The total energy is -45152.1431 eV. The SMILES is CCP(Cl)(C[C@@H](O)CN)(C[C@@H](C)F)OC[C@H](C)C(C)C. Its HOMO energy is -9.5 eV. The total charge is 0.

5.
ORCA calculation (ωB97M-V/def2-TZVPD) on a structure of composition C33H35CuF5N4P2 in a non-equilibrium geometry.

Geometry as XYZ:
```
80
Properties=species:S:1:pos:R:3:mulliken_charge:R:1
Cu -1.514 1.650 0.669 -0.817
C 3.073 0.015 -0.477 -0.876
C 2.696 1.296 -0.480 -0.290
C 2.521 2.237 -1.633 -0.554
C 1.165 2.344 -2.341 0.641
C 0.711 1.088 -3.048 -0.406
C 1.341 -0.088 -3.063 -0.563
C 2.821 -0.290 -3.006 -0.691
C 3.295 -0.890 -1.662 -0.657
C -2.612 0.749 -0.621 -0.636
H 3.328 -0.450 0.486 0.403
H 2.555 1.802 0.489 0.448
H 3.305 2.102 -2.384 0.221
H 2.656 3.219 -1.167 0.424
H 0.419 2.607 -1.567 0.079
H 1.216 3.188 -3.065 -0.395
H -0.273 1.198 -3.518 0.580
H 0.795 -1.035 -3.112 0.324
H 3.362 0.639 -3.177 0.141
H 3.166 -0.942 -3.818 0.467
H 2.819 -1.879 -1.502 0.344
H 4.385 -1.062 -1.746 0.394
H -2.165 -0.183 -0.937 0.253
H -2.421 1.487 -1.405 0.178
H -3.646 0.649 -0.288 0.351
P 0.727 5.877 -5.075 -0.165
P 2.853 6.638 -2.243 -0.132
N 0.992 4.972 -6.590 0.454
N -0.214 7.216 -5.850 0.365
N 4.410 5.870 -2.680 0.402
N 3.612 7.881 -1.227 0.282
C 2.401 6.721 -5.106 -0.634
C 2.668 7.589 -3.855 -1.143
C 0.708 3.600 -6.682 -0.350
C 1.029 3.156 -7.957 -0.596
C 1.546 4.278 -8.687 -0.635
C 1.545 5.365 -7.814 -0.146
C -1.492 7.570 -5.392 -0.411
C -1.949 8.668 -6.113 -0.600
C -0.923 9.020 -7.051 -0.649
C 0.132 8.134 -6.846 -0.110
C 4.588 4.529 -2.327 -0.497
C 5.708 4.013 -2.965 -0.691
C 6.295 5.099 -3.695 -0.916
C 5.458 6.200 -3.542 -0.280
C 4.859 8.521 -1.324 -0.195
C 4.817 9.709 -0.599 -0.603
C 3.514 9.795 0.004 -0.549
C 2.804 8.665 -0.376 -0.401
H 2.540 7.320 -6.024 0.313
H 3.124 5.891 -5.150 0.471
H 3.549 8.230 -4.009 0.485
H 1.817 8.258 -3.667 0.552
H 0.302 3.081 -5.821 0.333
H 0.898 2.149 -8.334 0.405
H 1.857 4.303 -9.722 0.423
H 1.902 6.369 -7.982 0.201
H -1.947 7.001 -4.590 0.369
H -2.905 9.165 -5.994 0.393
H -0.956 9.816 -7.786 0.423
H 1.105 8.109 -7.317 0.206
H 3.911 4.094 -1.620 0.622
H 6.050 2.987 -2.908 0.465
H 7.231 5.073 -4.242 0.436
H 5.537 7.192 -3.968 0.507
H 5.674 8.085 -1.875 0.411
H 5.612 10.437 -0.528 0.425
H 3.150 10.604 0.625 0.407
H 1.807 8.330 -0.132 0.345
F -1.124 1.872 4.006 -0.321
C -0.772 0.679 3.472 1.326
C -0.769 0.514 2.089 -0.647
C -0.316 -0.740 1.665 0.924
F -0.160 -0.996 0.328 -0.171
C 0.031 -1.807 2.523 -0.420
F 0.518 -2.972 2.031 -0.305
C -0.066 -1.620 3.898 0.710
F 0.284 -2.617 4.735 -0.286
C -0.416 -0.359 4.376 0.122
F -0.323 -0.154 5.703 -0.290
```

As for the expectation value of S²: 0.76. As for the multiplicity: 2. For the orbital gap (alpha / beta), the calculation gives 7.9 / 6.5 eV. The total energy is -117547.5577 eV. Its HOMO energy (alpha / beta) is -8.4 / -8.4 eV. The total charge is 0.

6.
ORCA calculation (ωB97M-V/def2-TZVPD) on a structure of composition C17H16CrN5S2 in a non-equilibrium geometry.

Geometry as XYZ:
```
41
Properties=species:S:1:pos:R:3:mulliken_charge:R:1
Cr -0.875 0.132 0.121 0.014
C 0.481 -3.926 -0.066 -1.572
C 0.108 -2.495 -0.253 0.339
N -0.689 -1.796 0.488 0.825
N -1.309 -2.341 1.571 -0.663
C -2.183 -1.590 2.278 0.703
N -2.755 -2.138 3.333 -0.347
S -2.543 0.004 1.813 -0.392
C 0.664 -1.721 -1.368 0.672
C 1.521 -2.246 -2.320 -0.506
C 1.990 -1.425 -3.337 -0.547
C 1.581 -0.101 -3.379 -0.873
C 0.726 0.362 -2.396 -0.099
N 0.277 -0.419 -1.408 0.106
H 0.017 -4.404 0.792 0.390
H 1.563 -4.011 0.051 0.370
H 0.201 -4.498 -0.953 0.402
H -1.157 -3.311 1.802 0.166
H -2.549 -3.072 3.654 0.208
H -3.415 -1.596 3.869 0.244
H 1.819 -3.283 -2.278 0.423
H 2.667 -1.817 -4.084 0.461
H 1.926 0.568 -4.155 0.442
H 0.395 1.392 -2.389 0.419
S 2.194 2.548 2.104 -0.155
C 2.514 0.938 2.590 -0.490
C 1.650 0.037 2.038 -0.835
C 0.678 0.661 1.220 0.641
C 0.854 2.033 1.164 -0.156
C -0.051 2.834 0.365 1.116
C 0.000 4.210 0.175 -0.875
C -0.950 4.812 -0.631 -0.404
C -1.936 4.032 -1.231 -0.755
C -1.927 2.674 -1.005 -0.347
N -1.005 2.076 -0.231 0.351
H 3.336 0.736 3.260 0.493
H 1.710 -1.025 2.234 0.372
H 0.775 4.786 0.660 0.463
H -0.929 5.882 -0.793 0.458
H -2.696 4.471 -1.860 0.455
H -2.679 2.026 -1.442 0.480
```

As for the expectation value of S²: 0.78. As for the multiplicity: 2. For the orbital gap (alpha / beta), the calculation gives 6.7 / 6.8 eV. The total energy is -75416.5104 eV. Its HOMO energy (alpha / beta) is -14.1 / -14.1 eV. The total charge is +2.

7.
ORCA calculation (ωB97M-V/def2-TZVPD) on a cluster of 2 separate species, C11H18O in total in a non-equilibrium geometry.

Geometry as XYZ:
```
30
Properties=species:S:1:pos:R:3:mulliken_charge:R:1
C 2.922 2.382 -0.444 -1.511
C 1.499 1.792 -0.775 0.714
C 1.372 0.403 -0.742 -0.406
C 0.141 -0.160 -1.169 -0.409
C -0.942 0.655 -1.454 0.895
O -2.180 0.142 -1.813 -0.593
C -0.820 2.058 -1.428 -0.725
C 0.431 2.613 -1.188 -0.351
H 3.570 1.770 -0.912 0.431
H 3.172 2.167 0.789 0.222
H 2.969 3.398 -0.580 0.404
H 2.154 -0.290 -0.293 0.278
H 0.093 -1.324 -1.205 0.116
H -2.166 -0.842 -1.990 0.322
H -1.675 2.597 -1.741 0.433
H 0.424 3.751 -1.379 0.195
C 0.733 -2.604 1.531 -1.407
C -0.499 -1.796 1.745 1.554
C -1.806 -2.479 1.150 -1.360
C -0.612 -1.369 3.202 -1.456
H 1.598 -2.008 1.259 0.214
H 0.689 -3.382 0.763 0.376
H 0.867 -3.279 2.387 0.390
H -0.252 -0.822 1.187 -0.359
H -2.136 -3.380 1.682 0.371
H -2.550 -1.660 0.931 0.334
H -1.664 -2.894 0.115 0.290
H -0.756 -2.239 3.924 0.328
H 0.195 -0.751 3.657 0.338
H -1.612 -0.925 3.340 0.372
```

As for the multiplicity: 1. Its energy relative to the best compared isomer or geometry (same formula, charge and spin) is 48.1 kcal/mol. For the orbital gap, the calculation gives 9.2 eV. The total energy is -13744.5806 eV. The SMILES is Cc1ccc(O)cc1.CC(C)C. Its HOMO energy is -8.4 eV. The total charge is 0.

Question: Among the records above, which one has the highest total charge?
Answer: C17H16CrN5S2